{
  "formula": "C39H99N6O36P9",
  "method": "wB97M-V/def2-TZVPD",
  "symbols": ["C", "C", "N", "H", "H", "H", "C", "C", "N", "H", "H", "H", "C", "C", "N", "H", "H", "H", "C", "C", "N", "H", "H", "H", "C", "C", "N", "H", "H", "H", "C", "C", "N", "H", "H", "H", "C", "O", "P", "O", "O", "C", "O", "C", "H", "H", "H", "H", "H", "H", "H", "H", "H", "C", "O", "P", "O", "O", "C", "O", "C", "H", "H", "H", "H", "H", "H", "H", "H", "H", "C", "O", "P", "O", "O", "C", "O", "C", "H", "H", "H", "H", "H", "H", "H", "H", "H", "C", "O", "P", "O", "O", "C", "O", "C", "H", "H", "H", "H", "H", "H", "H", "H", "H", "C", "O", "P", "O", "O", "C", "O", "C", "H", "H", "H", "H", "H", "H", "H", "H", "H", "C", "O", "P", "O", "O", "C", "O", "C", "H", "H", "H", "H", "H", "H", "H", "H", "H", "C", "O", "P", "O", "O", "C", "O", "C", "H", "H", "H", "H", "H", "H", "H", "H", "H", "C", "O", "P", "O", "O", "C", "O", "C", "H", "H", "H", "H", "H", "H", "H", "H", "H", "C", "O", "P", "O", "O", "C", "O", "C", "H", "H", "H", "H", "H", "H", "H", "H", "H"],
  "coordinates": [[15.760881, 24.255853, 19.003980], [15.573855, 23.722202, 17.661756], [15.351211, 23.391139, 16.577917], [14.848385, 24.820425, 19.242695], [16.627349, 24.918894, 18.964132], [15.935683, 23.467366, 19.726995], [22.865066, 17.774628, 20.879789], [21.732998, 16.878270, 20.737017], [20.851315, 16.159815, 20.634148], [22.977379, 18.275257, 19.880930], [23.795717, 17.189991, 20.897484], [22.760836, 18.444683, 21.726035], [21.349772, 13.101719, 16.075814], [20.354302, 13.685233, 15.191228], [19.431504, 14.103830, 14.633396], [21.590678, 13.872206, 16.779023], [22.242075, 12.681134, 15.616140], [20.911065, 12.237025, 16.576846], [12.593358, 22.024311, 14.773259], [12.052505, 21.070945, 15.726775], [11.550993, 20.355634, 16.482856], [12.964805, 21.501497, 13.921914], [13.308573, 22.736387, 15.201220], [11.786757, 22.599842, 14.364235], [19.376621, 14.119692, 22.745558], [18.162948, 14.272960, 22.001559], [17.111273, 14.368650, 21.536903], [20.237456, 14.173393, 22.109307], [19.374089, 13.104458, 23.146315], [19.561343, 14.903392, 23.479715], [12.454386, 15.580197, 15.184444], [12.732146, 16.776751, 14.388031], [13.044187, 17.711287, 13.772561], [13.185547, 15.608583, 16.025373], [12.570373, 14.715984, 14.541905], [11.430157, 15.649918, 15.607504], [19.821722, 23.916564, 20.367918], [18.821780, 22.952025, 20.326551], [18.683190, 21.796414, 19.155366], [17.321721, 21.283946, 19.204437], [19.212722, 22.686410, 17.935699], [19.399334, 21.999770, 16.706565], [19.812156, 20.763955, 19.448486], [19.443768, 19.412769, 19.785769], [20.796424, 23.532098, 20.713840], [19.502185, 24.659041, 21.155619], [19.990763, 24.442706, 19.445253], [20.102290, 21.193525, 16.846104], [19.625028, 22.749023, 15.912649], [18.493112, 21.501347, 16.433599], [20.370848, 18.869046, 19.561241], [18.646077, 18.995985, 19.140739], [19.157228, 19.332177, 20.856418], [20.908341, 22.889424, 13.116502], [20.943485, 21.688696, 13.943926], [20.183090, 20.398118, 13.564873], [20.343280, 19.437898, 14.655276], [18.705075, 20.740166, 13.346034], [17.568588, 20.279964, 14.152878], [20.865856, 19.939026, 12.179305], [20.282267, 18.791346, 11.544574], [21.161467, 23.751537, 13.797399], [19.877181, 23.136964, 12.780683], [21.601220, 22.784501, 12.304179], [17.834644, 19.609870, 14.984594], [16.803346, 19.909033, 13.503339], [17.151873, 21.182464, 14.599425], [20.633481, 18.732333, 10.517267], [19.171454, 18.789865, 11.546309], [20.596469, 17.854795, 12.111384], [13.827212, 13.257850, 17.971703], [12.527340, 12.661474, 17.577369], [12.339858, 11.133607, 17.804110], [13.390382, 10.259022, 17.230842], [12.243968, 10.889538, 19.331898], [11.395992, 11.538186, 20.295294], [10.839282, 11.063099, 17.209795], [10.578338, 10.115436, 16.134197], [14.744283, 12.825887, 17.571511], [13.845879, 13.253032, 19.053360], [13.749504, 14.303147, 17.674389], [10.394910, 11.396687, 19.989542], [11.612487, 12.603015, 20.404524], [11.582176, 11.056221, 21.254386], [10.954419, 10.367649, 15.196388], [9.469294, 10.106464, 16.000980], [10.677761, 9.083372, 16.475996], [16.040033, 19.988362, 9.380681], [16.905964, 19.202617, 10.152375], [16.733023, 17.619809, 10.248533], [17.710443, 17.087805, 11.176593], [15.214521, 17.356155, 10.564418], [14.683429, 16.000220, 10.715080], [16.857424, 17.013234, 8.757546], [18.134169, 16.933608, 8.178001], [15.817625, 19.582607, 8.420390], [16.511094, 20.960069, 9.158667], [15.086956, 20.262276, 9.831816], [14.544823, 15.517849, 9.726486], [13.704096, 16.006916, 11.253107], [15.369402, 15.409786, 11.368142], [18.618347, 17.872603, 7.935655], [17.990602, 16.289494, 7.299122], [18.774097, 16.399881, 8.859394], [15.752404, 10.298074, 19.137441], [17.156272, 10.201154, 18.743960], [17.813390, 11.306023, 17.806574], [19.267864, 11.330373, 17.626180], [17.089975, 11.123136, 16.370728], [17.518955, 10.106310, 15.501709], [17.089713, 12.643005, 18.297776], [17.623943, 13.870839, 17.818820], [15.177321, 10.602992, 18.286826], [15.619335, 11.030832, 19.919566], [15.282431, 9.347580, 19.429863], [18.619750, 10.092678, 15.458603], [17.167617, 10.329728, 14.506179], [17.128557, 9.136977, 15.836256], [18.529559, 14.145996, 18.345048], [16.869979, 14.624005, 17.861757], [17.904047, 13.796763, 16.751826], [20.882645, 16.898442, 16.789289], [21.949115, 17.591935, 17.518713], [23.452964, 17.426248, 17.160247], [24.304037, 18.014687, 18.187450], [23.657908, 17.956695, 15.684375], [23.511900, 19.309157, 15.334682], [23.776619, 15.901525, 16.960492], [24.959449, 15.479076, 16.372018], [20.307359, 17.609530, 16.214436], [20.168807, 16.501894, 17.507304], [21.331943, 16.178848, 16.114997], [24.384433, 19.911540, 15.654038], [22.596286, 19.765578, 15.785740], [23.383664, 19.450592, 14.245837], [24.970404, 15.491407, 15.322431], [25.204348, 14.457257, 16.682073], [25.880672, 16.016660, 16.642960], [9.384620, 16.101610, 21.935992], [10.635158, 16.652960, 21.479361], [11.948858, 16.531620, 22.344166], [11.811718, 17.009969, 23.736980], [12.945947, 17.366385, 21.440752], [12.926451, 16.987177, 20.069409], [12.464816, 15.028464, 22.121361], [13.524636, 14.551805, 22.965639], [9.196905, 16.163693, 23.000139], [9.327100, 15.031699, 21.685782], [8.536498, 16.551719, 21.487601], [12.084779, 17.434900, 19.586989], [12.945690, 15.905380, 19.865240], [13.849036, 17.292525, 19.601493], [13.770350, 13.532041, 22.546776], [13.126107, 14.437079, 23.961005], [14.404769, 15.219916, 22.979104], [14.086707, 9.628790, 14.129570], [14.361028, 10.448249, 12.953432], [14.419170, 12.024151, 12.994652], [13.221788, 12.846966, 13.139403], [15.578091, 12.273857, 14.035088], [15.822339, 13.632879, 14.575615], [15.142971, 12.233109, 11.605139], [16.539312, 11.754762, 11.510178], [13.042436, 9.550812, 14.391170], [14.727603, 9.950960, 14.946318], [14.417159, 8.614480, 13.885093], [15.129577, 14.384454, 14.201811], [16.817793, 13.914946, 14.332185], [15.760282, 13.574093, 15.633410], [17.247145, 12.421593, 11.972772], [16.845134, 11.765700, 10.467605], [16.703676, 10.754577, 11.916967], [16.996819, 17.019881, 19.335994], [17.163028, 17.281627, 17.946424], [15.949953, 17.131421, 16.949684], [15.334589, 15.798255, 16.829217], [14.871492, 18.216560, 17.289638], [15.034336, 19.645412, 17.422402], [16.734738, 17.645130, 15.660662], [16.878304, 16.846165, 14.479761], [17.964347, 16.716733, 19.716244], [16.303616, 16.234864, 19.554655], [16.610071, 17.930977, 19.873897], [15.757861, 19.947558, 18.183041], [14.047419, 20.077099, 17.595962], [15.369666, 20.101616, 16.478198], [16.961817, 17.554655, 13.640583], [16.063312, 16.173520, 14.237138], [17.840911, 16.231473, 14.542749]],
  "forces_ev_per_angstrom": [[-0.150, 0.296, -0.293], [-0.368, -0.316, -0.890], [0.292, 0.083, 0.764], [0.388, -0.097, 0.138], [-0.115, 0.025, 0.236], [0.015, -0.131, 0.015], [0.535, -0.079, -1.661], [0.633, 0.317, 0.452], [-0.787, -0.509, -0.169], [-0.158, 0.130, 1.084], [-0.299, 0.105, 0.444], [0.031, 0.057, -0.064], [-0.013, -0.711, -0.166], [-1.023, -0.180, -0.494], [0.942, -0.189, 0.259], [0.467, 0.228, 0.639], [0.041, 0.567, -0.459], [-0.371, 0.302, 0.240], [-0.116, 0.405, 0.222], [-0.541, -0.401, 0.855], [0.540, 0.508, -0.584], [0.791, -0.473, -0.466], [0.048, -0.533, 0.001], [-0.688, 0.424, -0.003], [0.921, -0.527, 0.179], [-1.510, 0.490, -0.231], [0.676, -0.027, 0.017], [0.339, 0.038, -0.694], [0.020, 0.233, 0.469], [-0.516, -0.202, 0.208], [-0.187, 0.887, 0.792], [0.571, 1.176, -0.728], [-0.459, -1.185, 0.729], [-0.447, -0.331, -0.648], [0.013, -0.391, 0.116], [0.595, -0.179, -0.350], [0.837, 1.312, 1.835], [-0.817, -1.838, -1.318], [0.390, 3.444, 1.936], [-0.347, -0.388, -0.606], [-0.475, -0.529, 0.797], [-0.076, 0.300, -0.846], [-0.083, -0.300, -0.313], [0.473, -0.904, -0.012], [-0.331, -0.206, -0.179], [0.294, -0.643, -0.867], [-0.188, 0.101, -0.545], [0.820, 0.114, -0.365], [0.225, -0.757, 0.801], [-0.855, -0.148, -0.294], [-0.434, -0.145, 0.372], [0.382, 0.604, 0.334], [0.227, 0.100, -0.721], [-0.885, 0.893, 1.569], [0.489, 2.136, -0.777], [1.276, -2.448, 0.562], [0.170, -0.689, 0.449], [-1.938, 0.320, -0.790], [0.501, 1.108, 0.711], [-0.993, 0.939, 0.503], [-0.407, -1.715, 0.809], [0.178, -1.020, -0.734], [0.597, -0.602, -0.049], [0.241, 0.059, -0.368], [0.238, -0.005, -0.805], [-0.076, -0.620, -0.498], [0.027, 0.114, 0.035], [0.130, 0.173, 0.079], [0.776, 0.297, 0.049], [-0.309, 1.132, -0.755], [-1.196, 0.783, 0.243], [1.629, 1.118, 0.008], [-0.052, -0.556, -1.798], [-1.209, 0.380, 0.105], [0.069, -0.180, 1.422], [0.955, 0.074, 0.050], [0.896, -1.089, -0.430], [-3.189, -0.626, 2.224], [-0.501, -0.446, -0.269], [0.287, -0.171, 0.362], [0.150, -0.239, -0.139], [-1.219, -0.065, -0.154], [0.125, -0.030, -0.253], [-0.033, -0.067, -0.151], [1.347, 0.435, -1.218], [0.618, 0.610, 0.111], [1.063, 0.111, -0.207], [-0.389, 2.025, -0.648], [-0.310, -0.763, 0.283], [-0.661, -0.328, -0.784], [0.682, -0.445, 0.614], [-0.382, -0.082, -0.103], [0.013, -0.619, 0.641], [-0.981, 1.212, 0.934], [0.440, -1.356, -0.538], [-0.071, -0.798, -0.711], [0.256, -0.435, 0.329], [0.043, -0.523, 0.574], [0.281, 0.392, 0.568], [0.832, 0.597, -0.550], [-0.340, 0.360, -0.705], [-0.340, 0.391, -0.147], [0.300, 0.501, 0.041], [0.501, -0.223, 0.284], [-0.181, 0.077, -0.431], [0.366, 0.074, 0.304], [-1.683, 0.098, -1.016], [-0.066, -0.307, 0.817], [-0.240, 0.655, 1.008], [0.843, -0.554, -0.080], [0.466, -0.890, 0.162], [0.850, 0.081, -1.276], [-0.175, 0.236, -0.460], [0.263, 0.143, 0.327], [1.019, 0.003, 0.004], [-0.289, -0.200, 0.098], [-0.336, 0.130, -0.185], [0.152, 0.085, -0.129], [0.059, 0.060, 0.435], [-0.468, 0.270, 0.394], [-0.145, -0.144, 0.332], [-0.014, 0.584, 0.075], [-0.992, -0.665, -0.044], [1.000, 0.574, -0.198], [0.237, 0.682, 0.303], [-0.009, -0.702, -0.297], [-0.594, 2.163, 0.060], [-1.350, -0.354, 0.093], [2.411, -0.996, 0.763], [0.262, 0.465, -0.337], [0.435, -0.477, 0.216], [-0.213, -0.310, 0.082], [-0.288, -0.472, -0.055], [0.643, -0.510, -0.225], [0.163, -0.610, 0.490], [-0.646, 0.129, -1.574], [-0.573, 0.037, 0.078], [-0.592, 0.505, 0.427], [0.399, -1.480, 0.322], [-1.083, -0.491, 0.117], [0.150, 0.728, 1.092], [0.422, -0.737, -1.064], [-0.058, -0.308, 0.349], [0.932, -0.552, -0.941], [-0.583, 0.478, 0.151], [0.262, -1.138, -0.556], [0.621, 0.333, 0.401], [0.257, 0.244, -0.067], [-0.311, 0.906, -0.902], [-0.443, 0.282, -0.411], [-0.435, 0.128, 0.638], [0.230, 0.702, 0.023], [0.059, 1.226, 0.527], [0.061, -0.014, 0.430], [-0.424, -0.355, -0.222], [1.101, -0.393, -0.486], [-0.860, -0.697, 0.931], [0.977, -0.066, -0.308], [-0.297, -0.158, 0.097], [-0.059, 1.136, 0.881], [-0.546, -1.020, -0.601], [1.570, -0.077, -0.678], [-0.415, 0.183, -0.532], [-0.237, 0.548, 0.035], [-0.426, 0.273, 0.234], [-0.040, 0.187, -0.263], [-0.265, -0.367, -0.114], [0.890, 0.060, -0.442], [-0.290, -0.100, 0.842], [-0.145, 0.500, 0.648], [-0.553, -0.163, -0.237], [-0.489, 0.083, -0.004], [-0.248, 1.165, 1.014], [-0.057, -0.020, 0.325], [0.346, 0.412, -1.374], [0.066, 0.393, 0.248], [-0.088, 0.152, 0.340], [0.222, 0.594, -0.686], [-0.865, -0.342, 0.316], [1.844, -0.266, -0.890], [0.148, 0.081, 0.162], [-0.457, -0.699, -0.180], [0.558, -0.671, -0.556], [-0.186, -0.368, 0.124], [0.102, -0.356, 0.291], [0.032, -0.441, 0.055], [0.129, -0.381, 0.347], [-0.336, 0.193, 0.534], [-1.271, 0.863, -0.064]],
  "e_tot_ev": -208318.033,
  "e_lumo_ev": 0.49,
  "orbital_gap_ev": 10.83,
  "total_charge": 0,
  "homo_ev": -10.348
}